Entry 1:
# C15H25NO2S

C15H25NO2S in the gas phase in a non-equilibrium geometry (ωB97M-V with the def2-TZVPD basis set, the Open Molecules 2025 dataset).

XYZ file:
```
44
Properties=species:S:1:pos:R:3:forces:R:3
H -2.240 3.219 -0.666 -0.203 -0.423 0.009
N -2.622 3.353 0.265 -0.812 0.163 1.886
C -2.643 2.290 1.015 0.242 2.058 -1.691
C -3.144 2.354 2.453 0.636 -0.249 -0.710
C -2.017 1.970 3.413 0.207 0.304 0.979
C -0.989 3.104 3.629 -0.181 -0.799 -0.373
C -2.019 1.110 0.388 1.010 -1.263 -0.533
C -0.815 1.203 -0.284 -1.034 0.225 0.824
O -0.167 2.395 -0.357 0.722 -1.497 -0.386
C -0.108 0.023 -0.907 -0.767 0.241 -0.293
C -0.506 -1.297 -0.217 0.339 -0.358 -0.979
C 0.077 -2.545 -0.940 0.539 0.846 0.431
C 1.615 -2.478 -1.077 -0.086 -0.277 -0.797
C 2.235 -3.862 -1.179 0.093 0.734 1.370
S 2.101 -1.604 -2.576 0.486 0.927 -0.750
C 3.717 -0.842 -2.107 -0.249 0.132 -0.309
C 4.333 -0.120 -3.332 -0.331 0.124 0.387
C -2.001 -1.437 -0.171 -0.569 0.650 -0.358
C -2.698 -0.186 0.405 0.684 -1.427 0.383
O -3.752 -0.371 0.969 -0.876 0.503 0.220
H -3.524 3.351 2.691 0.116 -0.047 -0.321
H -3.956 1.648 2.549 -0.264 -0.284 -0.002
H -2.469 1.755 4.393 0.142 -0.254 -0.298
H -1.484 1.078 3.064 -0.264 -0.015 0.077
H -1.491 3.945 4.124 0.386 -0.050 -0.138
H -0.116 2.741 4.217 -0.634 0.420 -0.353
H -0.658 3.394 2.624 0.244 0.379 0.358
H -0.553 2.964 0.311 -0.294 0.649 0.153
H -0.329 -0.037 -2.004 0.157 0.151 0.803
H 0.951 0.210 -0.805 0.297 0.053 -0.111
H -0.142 -1.257 0.811 0.208 -0.083 0.087
H -0.153 -3.421 -0.320 -0.116 0.065 -0.262
H -0.406 -2.658 -1.933 0.270 -0.045 0.482
H 2.050 -1.923 -0.245 -0.071 -0.088 0.196
H 3.284 -3.778 -1.415 0.415 -0.070 0.118
H 2.099 -4.264 -0.179 0.198 -0.827 0.005
H 1.794 -4.470 -1.937 -0.585 -0.398 -0.425
H 4.393 -1.606 -1.707 -0.065 -0.001 -0.300
H 3.557 -0.136 -1.295 -0.189 0.145 0.055
H 4.547 -0.855 -4.095 0.001 -0.118 -0.325
H 5.294 0.337 -3.052 -0.350 -0.033 -0.012
H 3.671 0.667 -3.773 0.452 -0.686 0.533
H -2.313 -2.294 0.424 -0.013 0.127 0.262
H -2.403 -1.668 -1.173 0.108 0.394 0.107
```
Forces are in eV/Å.

HOMO level = -8.586 eV
relative energy (zero: lowest compared OMol25 entry of this formula, charge and spin) = 38.90 kcal per mole
HOMO-LUMO gap = 9.210 eV
LUMO level = 0.023 Ha

Quick look at the Löwdin charges, all values in e: atom 1 (H): 0.058, atom 2 (N): 0.150, atom 3 (C): -0.297, atom 4 (C): -0.138, atom 5 (C): -0.253, atom 6 (C): -0.096, atom 7 (C): -0.075, atom 8 (C): -0.201, atom 9 (O): 0.072, atom 10 (C): -0.087, atom 11 (C): -0.320, atom 12 (C): -0.183, atom 13 (C): -0.657, atom 14 (C): -0.138, atom 15 (S): 0.892, atom 16 (C): -0.507, atom 17 (C): -0.170, atom 18 (C): -0.083, atom 19 (C): -0.342, atom 20 (O): 0.084, atom 21 (H): 0.119, atom 22 (H): 0.104, atom 23 (H): 0.108, atom 24 (H): 0.103, atom 25 (H): 0.076, atom 26 (H): 0.081, atom 27 (H): 0.056, atom 28 (H): 0.076, atom 29 (H): 0.141, atom 30 (H): 0.097, atom 31 (H): 0.154, atom 32 (H): 0.122, atom 33 (H): 0.126, atom 34 (H): 0.109, atom 35 (H): 0.059, atom 36 (H): 0.081, atom 37 (H): 0.072, atom 38 (H): 0.070, atom 39 (H): 0.063, atom 40 (H): 0.056, atom 41 (H): 0.071, atom 42 (H): 0.081, atom 43 (H): 0.128, atom 44 (H): 0.139



Entry 2:
# C15H25NO2S

C15H25NO2S in the gas phase (ωB97M-V with the def2-TZVPD basis set, the Open Molecules 2025 dataset).

XYZ file:
```
44
Properties=species:S:1:pos:R:3:forces:R:3
H -1.594 1.619 2.137 -0.013 -0.184 -0.292
N -0.997 2.278 1.647 -0.102 0.425 0.667
C -0.808 2.044 0.420 -0.012 0.097 -0.063
C 0.041 3.024 -0.333 0.207 0.102 -0.129
C 1.106 2.372 -1.214 0.025 0.110 0.007
C 2.320 1.823 -0.450 -0.022 0.028 -0.177
C 2.077 0.630 0.478 0.451 -0.441 0.073
C 2.016 1.017 1.946 -0.178 0.019 -0.025
S 3.453 -0.582 0.233 -0.228 -0.002 -0.037
C 2.610 -2.162 0.591 0.233 0.392 -0.163
C 1.972 -2.768 -0.645 -0.017 0.019 0.105
C 0.444 1.323 -2.107 0.277 -0.031 -0.110
C -0.463 0.338 -1.405 -0.027 -0.096 -0.324
O -0.492 -0.825 -1.766 0.030 0.038 -0.107
C -1.320 0.879 -0.337 -0.514 -0.164 0.572
C -2.520 0.316 -0.029 0.064 0.051 -0.548
O -3.300 0.897 0.911 0.040 -0.062 0.046
C -3.123 -0.889 -0.683 -0.128 -0.139 0.076
C -3.171 -2.073 0.299 0.148 0.025 -0.027
C -1.777 -2.487 0.752 -0.185 -0.078 -0.006
H -0.631 3.605 -0.974 -0.015 0.040 -0.034
H 0.491 3.707 0.387 -0.062 0.006 -0.003
H 1.509 3.154 -1.870 -0.076 -0.094 0.054
H 3.061 1.528 -1.197 -0.013 0.104 -0.015
H 2.759 2.637 0.131 0.054 0.051 0.004
H 1.175 0.091 0.185 0.022 -0.022 0.075
H 2.954 1.483 2.243 0.098 0.011 0.021
H 1.200 1.713 2.128 0.016 0.054 0.088
H 1.863 0.137 2.569 -0.003 -0.043 0.084
H 3.387 -2.816 0.986 -0.078 -0.005 0.119
H 1.876 -1.972 1.374 0.019 -0.094 0.114
H 1.514 -3.723 -0.393 -0.086 -0.151 -0.027
H 2.726 -2.934 -1.410 0.031 -0.036 -0.079
H 1.206 -2.115 -1.056 -0.002 -0.013 -0.039
H -0.192 1.834 -2.838 -0.024 0.000 -0.019
H 1.193 0.754 -2.662 -0.101 -0.035 0.003
H -4.161 0.458 0.947 0.132 -0.030 -0.067
H -4.143 -0.644 -1.001 0.023 0.095 0.006
H -2.541 -1.181 -1.554 -0.119 0.106 0.076
H -3.656 -2.911 -0.204 -0.085 0.042 0.035
H -3.777 -1.816 1.174 -0.074 -0.068 -0.047
H -1.827 -3.383 1.366 0.040 -0.058 0.089
H -1.311 -1.696 1.336 0.131 0.054 0.062
H -1.149 -2.687 -0.112 0.124 -0.021 -0.040
```
Forces are in eV/Å.

HOMO level = -8.195 eV
relative energy (zero: lowest compared OMol25 entry of this formula, charge and spin) = 29.29 kcal per mole
HOMO-LUMO gap = 8.509 eV
LUMO level = 0.012 Ha

Quick look at the Löwdin charges, all values in e: atom 1 (H): 0.060, atom 2 (N): 0.166, atom 3 (C): -0.338, atom 4 (C): -0.095, atom 5 (C): -0.303, atom 6 (C): -0.192, atom 7 (C): -0.607, atom 8 (C): -0.119, atom 9 (S): 0.893, atom 10 (C): -0.528, atom 11 (C): -0.167, atom 12 (C): -0.062, atom 13 (C): -0.358, atom 14 (O): 0.047, atom 15 (C): -0.043, atom 16 (C): -0.239, atom 17 (O): 0.080, atom 18 (C): -0.124, atom 19 (C): -0.227, atom 20 (C): -0.091, atom 21 (H): 0.132, atom 22 (H): 0.123, atom 23 (H): 0.141, atom 24 (H): 0.090, atom 25 (H): 0.120, atom 26 (H): 0.082, atom 27 (H): 0.076, atom 28 (H): 0.051, atom 29 (H): 0.070, atom 30 (H): 0.062, atom 31 (H): 0.063, atom 32 (H): 0.070, atom 33 (H): 0.068, atom 34 (H): 0.036, atom 35 (H): 0.139, atom 36 (H): 0.134, atom 37 (H): 0.122, atom 38 (H): 0.128, atom 39 (H): 0.109, atom 40 (H): 0.111, atom 41 (H): 0.104, atom 42 (H): 0.075, atom 43 (H): 0.076, atom 44 (H): 0.064